{
  "formula": "C26H62N3O3P3Pt",
  "method": "ωB97M-V/def2-TZVPD",
  "symbols": ["Pt", "C", "O", "C", "O", "P", "C", "H", "C", "H", "C", "H", "C", "P", "H", "H", "C", "H", "C", "H", "H", "H", "C", "H", "H", "H", "C", "H", "H", "H", "C", "H", "H", "H", "C", "H", "H", "H", "C", "H", "H", "H", "C", "H", "H", "H", "C", "H", "C", "H", "H", "C", "H", "H", "H", "C", "H", "H", "H", "C", "H", "H", "H", "C", "H", "H", "H", "H", "H", "C", "N", "C", "P", "O", "N", "C", "C", "N", "C", "C", "H", "H", "H", "H", "H", "H", "H", "H", "H", "H", "H", "H", "H", "H", "H", "H", "H", "H"],
  "coordinates": [[-0.857416, -1.882544, -0.710580], [-2.747662, -1.400448, -0.644773], [-3.687669, -0.700220, -0.481862], [1.029303, -1.484446, -0.432486], [2.151551, -1.246753, -0.331850], [-0.738078, -0.723909, -2.784715], [-0.525275, 1.125909, -2.884828], [-0.438476, 1.279369, -3.975475], [0.736489, -1.430725, -3.664527], [1.571767, -1.331230, -2.941990], [-2.292089, -1.044867, -3.766365], [-3.059838, -0.445014, -3.242537], [-2.578083, -3.352852, 1.865617], [-1.087469, -2.268534, 1.679812], [-1.153111, -1.502270, 3.904298], [-3.440144, -2.710334, 1.608353], [0.323118, -3.275768, 2.399022], [-0.113073, -3.868117, 3.222029], [0.549103, -2.936282, -3.911282], [-0.189582, -3.104938, -4.708210], [0.237039, -3.486554, -3.007221], [1.514767, -3.358001, -4.236218], [1.142327, -0.694503, -4.952411], [2.023952, -1.192174, -5.380416], [1.413478, 0.345979, -4.747866], [0.348225, -0.710242, -5.707939], [-2.248734, -0.569825, -5.230276], [-1.909214, 0.469514, -5.351040], [-3.266915, -0.621198, -5.649764], [-1.609502, -1.231941, -5.832681], [-2.706024, -2.523225, -3.677353], [-3.777141, -2.598715, -3.920905], [-2.573406, -2.961422, -2.675188], [-2.148863, -3.140616, -4.395178], [-1.747474, 1.953535, -2.442781], [-2.658104, 1.710967, -3.012151], [-1.546123, 3.021965, -2.635364], [-1.987237, 1.837537, -1.377517], [0.792055, 1.624609, -2.278407], [0.838157, 1.542805, -1.184558], [0.933513, 2.683614, -2.540921], [1.666690, 1.093411, -2.671746], [-2.751474, -3.902143, 3.293597], [-2.697668, -3.144533, 4.082983], [-1.978941, -4.657055, 3.483926], [-3.727729, -4.400603, 3.386916], [-2.512069, -4.515263, 0.868675], [-1.778108, -5.256045, 1.212175], [-0.535523, 0.284569, 2.912879], [-2.242803, -4.203863, -0.153012], [-3.496487, -5.004839, 0.815444], [-2.876207, -0.512051, 3.106119], [-1.033918, 1.132415, 2.426344], [-0.281375, 0.635559, 3.926248], [0.383867, 0.076953, 2.363745], [-1.421654, -0.956161, 2.982099], [-2.918509, 0.216545, 3.927350], [-3.533998, -1.348840, 3.352315], [-3.232738, -0.010130, 2.195528], [1.445983, -2.403262, 2.997181], [1.917029, -1.781361, 2.219015], [2.232463, -3.046257, 3.426183], [1.096789, -1.749444, 3.810188], [0.860176, -4.251265, 1.341972], [0.058005, -4.782914, 0.816318], [1.501844, -5.005020, 1.822896], [1.458710, -3.719167, 0.589433], [-0.793438, 0.613059, 0.508899], [-0.867393, 1.074675, -0.092263], [3.770808, 2.477714, -0.596653], [2.772548, 3.372568, 0.006519], [3.049442, 4.800098, -0.104644], [1.847515, 2.755120, 1.242744], [1.496068, 1.328130, 0.928329], [2.585225, 2.854207, 2.752169], [3.255058, 1.649505, 3.238744], [3.120303, 4.111032, 3.285779], [0.593054, 3.843908, 1.368371], [-0.141201, 3.931548, 2.634199], [-0.179201, 4.187358, 0.174108], [4.002158, 2.824826, -1.612974], [3.380724, 1.453616, -0.664069], [4.709545, 2.448797, -0.018210], [3.923214, 4.902025, -0.756092], [2.221855, 5.363351, -0.557314], [3.271053, 5.283465, 0.857011], [2.871338, 0.805704, 2.649248], [4.354535, 1.710657, 3.131225], [3.021756, 1.474753, 4.302722], [4.120734, 4.364678, 2.884543], [2.409732, 4.912425, 3.056662], [3.236337, 4.051242, 4.384828], [0.497285, 3.591554, 3.457662], [-0.409969, 4.980662, 2.812684], [-1.065596, 3.337000, 2.627288], [-0.674203, 5.137958, 0.399205], [0.446127, 4.332806, -0.714718], [-0.945911, 3.438193, -0.082269]],
  "forces_ev_per_a": [[0.2, 1.2, 0.9], [-4.0, 2.0, 0.3], [3.7, -2.8, -0.6], [2.3, -1.9, -0.8], [-2.0, 0.4, 0.2], [-0.1, 1.7, -1.9], [0.0, 0.1, -0.1], [0.0, -0.2, 0.3], [0.6, -0.6, 0.7], [-0.3, 0.1, -0.3], [-0.4, -0.2, 0.7], [0.3, -0.2, 0.0], [-0.5, -0.1, -0.9], [-0.6, 0.1, 2.8], [0.0, 0.0, -0.3], [0.3, -0.1, 0.1], [0.7, 0.2, -0.5], [-0.3, 0.4, -0.3], [0.1, -0.2, -0.1], [0.4, -0.1, 0.3], [0.1, 0.2, -0.3], [-0.4, 0.1, 0.1], [-0.3, 0.3, 0.0], [-0.2, 0.0, 0.2], [0.0, -0.2, -0.2], [0.3, 0.0, 0.2], [0.3, 0.1, -0.2], [-0.1, -0.3, 0.0], [0.3, -0.1, 0.3], [-0.3, 0.3, 0.1], [-0.3, -0.3, -0.1], [0.4, 0.0, 0.0], [-0.1, 0.1, -0.4], [-0.3, 0.2, 0.3], [-0.2, 0.1, -0.1], [0.4, 0.1, 0.2], [0.0, -0.4, 0.0], [0.0, 0.0, -0.3], [0.2, 0.1, 0.2], [-0.2, -0.1, -0.3], [-0.1, -0.2, 0.0], [-0.2, 0.0, 0.0], [0.4, 0.0, 0.3], [0.0, -0.2, -0.2], [-0.3, 0.1, 0.1], [0.2, 0.2, -0.2], [-0.2, -0.4, -0.1], [-0.4, 0.1, -0.2], [0.6, 0.1, 0.2], [-0.1, -0.2, 0.3], [0.4, 0.1, 0.0], [-0.2, -0.1, 0.0], [-0.1, -0.4, 0.0], [0.0, -0.3, -0.2], [0.0, 0.2, 0.2], [-0.1, 0.3, 0.0], [-0.1, -0.2, -0.2], [-0.1, 0.4, 0.0], [0.0, -0.2, 0.2], [0.0, 0.1, 0.0], [-0.1, -0.2, 0.3], [-0.3, 0.1, -0.2], [0.1, -0.2, -0.3], [0.2, -0.2, -0.1], [0.3, 0.1, 0.1], [-0.2, 0.3, -0.2], [-0.1, -0.3, 0.3], [-0.2, 0.7, -0.7], [-0.1, -0.4, 0.7], [0.1, -0.8, -0.3], [0.5, 0.3, 0.8], [0.4, 0.7, -0.4], [1.5, -4.0, -0.9], [0.1, 2.7, 0.7], [1.3, 0.4, -0.1], [0.0, -1.0, -0.4], [-0.4, 0.5, 0.4], [-2.8, 0.2, 0.0], [0.7, 0.3, 0.6], [0.4, 1.0, -0.3], [-0.1, 0.1, 0.3], [0.0, 0.4, 0.1], [-0.2, 0.3, -0.1], [-0.2, 0.2, 0.2], [0.1, -0.2, 0.1], [0.0, -0.2, -0.1], [0.3, 0.1, 0.4], [-0.4, 0.2, 0.1], [0.0, 0.3, -0.3], [-0.3, -0.3, 0.0], [0.3, 0.1, 0.1], [-0.1, -0.2, -0.5], [-0.3, 0.0, -0.2], [-0.1, 0.0, -0.2], [0.1, 0.1, -0.3], [-0.2, -0.1, 0.0], [0.0, -0.3, 0.4], [0.1, -0.1, 0.4]],
  "e_above_lowest_kcal_mol": 0.0,
  "total_energy_ha": -2559.59031,
  "s_squared": 6.04,
  "total_charge": 4,
  "lumo_energy_ev": [-10.71, -16.10],
  "max_force_ev_per_a": 4.7,
  "multiplicity": 5,
  "gap_ha": [0.208, 0.162]
}


{
  "formula": "C2H4O3P2",
  "method": "ωB97M-V/def2-TZVPD",
  "symbols": ["C", "C", "P", "P", "O", "O", "O", "H", "H", "H", "H"],
  "coordinates": [[-2.077820, 1.036687, 0.130994], [-0.608229, 0.625580, -0.010692], [-0.012831, -1.007922, -0.647890], [2.322938, -1.315432, -0.295414], [3.012878, -0.883121, -1.575834], [2.694787, -0.439206, 0.855290], [2.094676, -2.784614, 0.064553], [-2.204999, 2.195540, 0.375695], [-2.404208, 0.694675, 1.082796], [-2.767840, 0.724282, -0.658741], [-0.049347, 1.153526, 0.679242]],
  "forces_ev_per_a": [[0.6, 2.2, 0.1], [-0.7, -4.6, -2.2], [-1.2, 3.9, 0.8], [0.0, -0.1, 0.2], [-0.6, -0.8, -0.3], [0.0, 0.7, 1.1], [0.3, 0.3, -0.7], [0.4, -1.8, -1.2], [-0.7, -0.9, 0.9], [0.2, 0.1, 0.1], [1.8, 1.1, 1.1]],
  "e_above_lowest_kcal_mol": 0.0,
  "total_energy_ha": -987.02467,
  "total_charge": -2,
  "lumo_energy_ev": [6.34, 6.34],
  "max_force_ev_per_a": 5.1,
  "gap_ha": [0.211, 0.211]
}